ORCA calculation (the ωB97M-V functional and the def2-TZVPD basis) on 2 unconnected molecules or ions with the total composition C6H10F2O4.

```
22
Properties=species:S:1:pos:R:3:forces:R:3
C 1.742959 1.457596 0.375360 0.44 3.57 -3.63
C 0.700379 0.741651 -0.393464 -0.46 -2.16 -2.09
C -1.699383 0.748621 -0.808895 -0.37 0.73 0.53
C -2.010731 -0.583908 0.018323 2.48 0.73 -2.12
C -0.774422 -1.380046 -0.039615 0.64 1.72 -2.27
C 0.395140 -0.594438 0.417943 2.12 -0.57 -2.46
H 1.984259 2.010567 2.115526 0.31 0.51 1.07
H 2.095708 2.625151 -0.100425 -1.48 -3.20 1.18
H 2.584407 0.853087 -0.003307 0.62 -0.10 1.82
H 1.170724 0.471585 -1.398197 -0.74 0.05 1.13
H -2.465873 1.406486 -0.317849 0.27 0.28 -1.99
H -2.454141 -0.461393 0.992948 -0.05 0.57 0.33
H -0.920583 -2.181021 0.596623 0.07 -2.25 0.91
H -0.077861 -2.700058 -1.321709 -2.64 4.09 -1.64
H 0.329651 -0.299451 1.433542 -0.58 -0.08 0.89
H 2.329842 -0.923300 1.641570 -1.70 -1.97 -3.88
O 1.271584 1.575796 1.668726 1.06 -0.29 0.66
O -0.489208 1.462135 -0.632409 -1.20 -0.52 1.18
O -0.719879 -1.765566 -1.528251 4.60 -4.47 4.17
O 1.507535 -1.549761 0.223096 1.76 3.06 4.80
F -1.756218 0.480042 -2.201780 -0.91 0.58 2.00
F -2.743888 -1.393774 -0.737756 -4.26 -0.28 -0.59
```
Positions in Å, forces in eV/Å.

The spin multiplicity is 1. The value obtained for the HOMO-LUMO gap is 8.23 eV. As for the energy above the lowest of the compared OMol25 structures with the same formula, charge and spin: 8.013 eV. The value obtained for the HOMO energy is -10.187 eV. Its LUMO energy is -1.959 eV.

=====

ORCA calculation (the ωB97M-V functional and the def2-TZVPD basis) on 2 unconnected molecules or ions with the total composition C6H10F3NOS.

```
22
Properties=species:S:1:pos:R:3:forces:R:3
C 1.995240 -0.770880 0.409554 1.40 -1.33 0.18
C 3.324347 -1.355142 0.792736 2.17 -2.73 0.24
C -1.612603 -0.285179 -1.895306 3.30 1.25 0.19
C -2.419635 -0.216707 0.523906 3.51 -1.95 -0.64
C -1.992043 0.459216 -0.707437 -1.28 1.18 0.88
C 0.724129 1.238746 0.410054 1.56 1.87 0.13
N 1.697383 0.388836 0.983610 -1.83 2.60 -0.14
O 1.255213 -1.311300 -0.368312 -0.40 -0.26 -0.53
F -3.616675 -0.817954 0.480652 -2.33 -1.05 -0.51
F 1.234997 2.017622 -0.633924 -0.94 -1.34 1.13
F 0.340441 2.112010 1.370507 -0.28 -0.58 -0.75
S -2.706241 2.025815 -1.055626 -0.31 0.92 0.43
H 4.215004 -0.980323 0.193186 -1.34 -0.13 0.64
H 3.239980 -2.446242 0.553328 0.04 0.89 -0.45
H 3.693764 -1.524250 1.853656 -0.94 1.37 -0.82
H -1.446022 0.357509 -2.727337 -0.61 0.39 -1.02
H -2.235448 -1.066748 -2.016621 -2.70 -2.45 -1.14
H -0.640986 -0.805645 -1.863240 0.09 0.32 0.82
H -2.483697 0.496163 1.276327 0.30 1.10 1.87
H -1.649330 -1.078751 0.718075 -1.08 1.64 0.09
H 2.295956 0.937223 1.568256 0.77 -0.35 0.47
H -3.213774 2.625983 0.133956 0.88 -1.37 -1.07
```
Positions in Å, forces in eV/Å.

The spin multiplicity is 3. The value obtained for the HOMO-LUMO gap (spin up / spin down) is 7.74 / 8.67 eV. The value obtained for the HOMO energy (spin up / spin down) is -7.094 / -9.928 eV. Its LUMO energy (spin up / spin down) is 0.642 / -1.254 eV.

=====

ORCA calculation (the ωB97M-V functional and the def2-TZVPD basis) on a molecular structure, C6H10FN2.

```
19
Properties=species:S:1:pos:R:3:forces:R:3
C 1.221394 -1.536728 -0.125083 0.88 -1.30 -2.66
C -1.411043 0.683111 0.799768 0.71 -1.64 0.79
C -1.435552 -0.681795 -1.231115 1.80 -1.71 -0.22
C 1.688249 -0.309242 0.614367 2.54 0.44 -1.46
C -0.163651 1.546204 0.369935 -1.65 -0.85 5.20
C 0.056156 -0.689551 -0.493688 -5.00 -1.12 -1.61
N -1.260624 -0.681254 0.180608 0.78 0.61 0.45
N 0.722974 0.535529 -0.128581 1.08 1.63 -2.46
F 1.464988 1.140948 -1.232426 -0.75 -0.72 0.93
H 1.830680 -1.666530 -1.097561 -0.72 -0.31 1.73
H 1.021107 -2.486362 0.405033 0.26 0.73 -0.28
H -1.468301 0.477788 1.875016 0.21 0.43 -0.19
H -2.358855 1.059529 0.494042 -0.57 0.69 -0.27
H -1.697363 0.258735 -1.683182 -0.01 0.24 -0.38
H -1.886905 -1.639902 -1.737721 1.31 1.90 1.12
H 1.332776 -0.395667 1.571934 -0.24 0.39 2.73
H 2.717589 0.076181 0.406505 -0.86 -0.38 0.83
H -0.543297 2.206256 -0.304456 0.03 1.81 -2.53
H 0.169683 2.102744 1.316598 0.20 -0.86 -1.72
```
Positions in Å, forces in eV/Å.

The spin multiplicity is 1. The value obtained for the HOMO-LUMO gap is 10.06 eV. As for the energy above the lowest of the compared OMol25 structures with the same formula, charge and spin: 5.924 eV. The total charge is +1. The value obtained for the HOMO energy is -14.152 eV. Its LUMO energy is -4.091 eV.

=====

ORCA calculation (the ωB97M-V functional and the def2-TZVPD basis) on a molecular structure, C6H10FN2O8Pt.

```
28
Properties=species:S:1:pos:R:3:forces:R:3
Pt 0.070218 -2.179843 1.936070 0.04 0.05 0.05
F 1.156198 1.034887 3.788210 0.13 0.36 -0.02
C -2.518322 -5.567203 3.588490 6.02 -1.51 -3.91
O -1.742912 -4.830173 4.243150 -0.06 2.20 4.04
O -2.809342 -4.883553 2.575720 -3.75 1.64 -1.54
O -2.173482 -6.758393 3.440340 -2.57 -2.52 1.54
C 2.786718 -5.341853 0.228320 -3.70 -3.02 2.56
O 3.075638 -4.711373 1.216220 4.05 3.21 3.73
O 2.704788 -6.574173 0.268850 2.29 -3.58 -1.27
O 1.937418 -4.776653 -0.431700 -2.36 3.24 -5.25
O -2.660302 0.503007 -1.117120 -0.61 0.95 -0.99
C -3.683162 0.634337 -1.779220 1.61 -0.87 2.35
N -4.586552 -0.388043 -1.714870 -1.60 0.58 -1.35
C -3.959522 1.885857 -2.608300 -0.59 -0.51 0.32
H -4.520122 -1.179363 -1.090770 0.60 0.32 -0.03
H -5.425002 -0.313353 -2.273010 0.08 -0.15 0.24
H -3.373492 2.712607 -2.206830 0.53 -0.41 -0.45
H -4.980062 2.263187 -2.543340 -0.33 -0.45 0.00
H -3.778072 1.587557 -3.640860 0.31 0.58 -0.13
O 4.899898 4.013977 -1.605460 1.13 1.83 -1.06
C 4.248898 3.989997 -0.573740 -0.08 0.06 -2.21
N 4.048098 2.772318 -0.114260 -1.27 -0.87 2.61
C 3.461728 5.190578 -0.025090 1.01 -1.35 0.65
H 4.433478 1.978387 -0.605440 -0.07 0.31 0.13
H 3.461948 2.628237 0.695530 0.04 -0.50 -0.01
H 2.930838 4.742767 0.814980 -0.81 0.69 -0.14
H 2.884308 5.602447 -0.852770 -0.24 -0.20 0.35
H 4.110168 5.963817 0.386890 0.18 -0.08 -0.21
```
Positions in Å, forces in eV/Å.

The spin multiplicity is 3. The value obtained for the HOMO-LUMO gap (spin up / spin down) is 3.58 / 3.58 eV. As for the energy above the lowest of the compared OMol25 structures with the same formula, charge and spin: 6.248 eV. The total charge is -3. The value obtained for the HOMO energy (spin up / spin down) is 1.732 / 1.731 eV. Its LUMO energy (spin up / spin down) is 5.307 / 5.307 eV.

=====

ORCA calculation (the ωB97M-V functional and the def2-TZVPD basis) on a gas-phase ion, C6H10N (charge +1).

```
17
Properties=species:S:1:pos:R:3:forces:R:3
C 2.281058 -1.125477 -0.347299 1.69 2.87 -0.21
C 1.391197 0.022073 0.023652 -1.31 -3.29 -0.21
C 1.446038 1.125634 0.754302 -0.20 1.62 0.89
C -0.060415 1.383868 0.567499 0.05 1.02 1.27
C -0.138602 0.030352 -0.079876 0.37 2.20 -1.20
C -1.216985 -0.602473 -0.543248 3.01 -0.88 -0.59
N -2.605294 -0.183586 -0.317736 -0.55 -0.29 2.67
H 2.175884 -1.264521 -1.432738 0.43 -0.11 0.26
H 2.012540 -2.043859 0.149176 0.23 -0.16 0.42
H 3.318035 -0.645304 -0.078676 -1.48 -1.87 -0.65
H 2.223686 1.718652 1.348017 -1.13 -1.14 -1.23
H -0.661180 1.319200 1.453439 -0.18 0.48 1.14
H -0.311561 2.333447 0.077780 -0.10 -0.53 -0.44
H -0.993438 -1.572477 -1.022336 -1.21 0.46 0.16
H -2.979683 -1.107063 -0.001758 -0.56 1.04 -0.11
H -3.191472 0.120668 -1.123416 0.75 0.13 0.51
H -2.689806 0.490864 0.573214 0.17 -1.53 -2.68
```
Positions in Å, forces in eV/Å.

The spin multiplicity is 1. The value obtained for the HOMO-LUMO gap is 9.41 eV. As for the energy above the lowest of the compared OMol25 structures with the same formula, charge and spin: 1.932 eV. The total charge is +1. The value obtained for the HOMO energy is -13.289 eV. As for the SMILES: CC1=CC/C1=C\[NH3+]. Its LUMO energy is -3.878 eV.

=====

ORCA calculation (the ωB97M-V functional and the def2-TZVPD basis) on 2 unconnected molecules or ions with the total composition C6H10N.

```
17
Properties=species:S:1:pos:R:3:forces:R:3
C -2.724793 -0.230581 0.238402 0.26 -0.56 0.30
C -1.649925 -0.220427 -0.306302 -0.17 0.35 -0.14
C 1.474944 1.415431 -1.234041 0.09 -0.42 -0.55
C 0.545157 0.885826 -0.407142 -1.44 0.56 0.68
C 0.348955 1.491017 0.998941 2.23 -0.73 -0.33
C -0.408977 -0.052670 -0.897458 0.65 -0.12 -0.29
N 0.188692 -2.508042 0.271422 0.53 5.94 2.05
H -3.600802 -0.421065 0.816455 -0.28 0.28 -0.18
H 1.554186 1.192921 -2.318211 0.07 -0.04 0.94
H 2.140470 2.149146 -0.785288 -0.02 0.12 -0.44
H 0.264922 2.605202 0.948935 -0.24 -1.12 0.28
H -0.394860 0.945531 1.590788 -0.03 0.62 -0.29
H 1.354081 1.212917 1.445104 -1.09 0.75 0.11
H -0.150130 -0.621831 -1.787845 -0.29 0.10 -0.02
H 0.381195 -1.912920 1.147640 -0.65 -1.78 -1.69
H 1.037986 -2.670320 -0.142059 2.28 -1.02 -1.13
H -0.361097 -3.260135 0.420662 -1.92 -2.93 0.71
```
Positions in Å, forces in eV/Å.

The spin multiplicity is 1. The value obtained for the HOMO-LUMO gap (spin up / spin down) is 7.22 / 7.22 eV. As for the energy above the lowest of the compared OMol25 structures with the same formula, charge and spin: 3.252 eV. The total charge is +1. The value obtained for the HOMO energy (spin up / spin down) is -14.046 / -14.045 eV. Its LUMO energy (spin up / spin down) is -6.823 / -6.823 eV.

=====

Q: What is the spin multiplicity in the fourth record?
A: 3

=====

Q: What is the formula in the third record?
A: C6H10FN2

=====

Q: What is the formula in the fourth record?
A: C6H10FN2O8Pt